Record 1
The following is a DFT calculation (wB97M-V/def2-TZVPD) of a structure of composition C11H30BeCsO8 at a distorted geometry.

XYZ file:
```
51
Properties=species:S:1:pos:R:3:lowdin_charge:R:1
Be 0.196 -19.269 -22.551 0.964
Cs -2.678 -22.302 -21.372 1.047
C -0.578 -19.587 -19.623 -0.969
O -0.390 -18.559 -20.257 0.116
O -0.917 -19.657 -18.464 0.104
O -0.482 -20.550 -20.370 -0.062
C 2.098 -21.619 -15.046 -0.055
C 0.876 -20.780 -15.186 -0.241
O 1.172 -19.923 -16.326 -0.043
H 2.758 -21.241 -14.265 0.096
H 2.562 -21.886 -15.995 0.086
H 1.689 -22.610 -14.851 0.088
H 0.447 -20.198 -14.371 0.126
H 0.108 -21.336 -15.724 0.097
H 0.458 -20.004 -16.963 0.025
C 0.022 -24.468 -17.772 -0.069
C 0.096 -23.053 -18.115 -0.354
O 0.219 -23.059 -19.497 -0.095
H -0.211 -24.664 -16.725 0.089
H 0.772 -25.158 -18.159 0.102
H -0.914 -24.861 -18.170 0.082
H 0.993 -22.548 -17.757 0.115
H -0.822 -22.512 -17.885 0.110
H -0.002 -22.152 -19.719 -0.007
C -3.669 -20.974 -16.405 -0.087
C -4.487 -20.280 -17.399 -0.329
O -3.760 -20.408 -18.578 -0.119
H -3.740 -22.026 -16.680 0.091
H -4.206 -20.947 -15.457 0.099
H -2.636 -20.627 -16.424 0.068
H -4.513 -19.255 -17.030 0.108
H -5.522 -20.568 -17.584 0.138
H -2.826 -20.449 -18.361 0.015
C 0.946 -13.937 -20.710 -0.064
C 0.375 -15.328 -20.965 -0.352
O -0.174 -15.881 -19.828 -0.076
H 1.537 -13.746 -19.815 0.083
H 0.140 -13.250 -20.451 0.074
H 1.307 -13.401 -21.587 0.082
H 1.143 -15.970 -21.397 0.101
H -0.471 -15.370 -21.651 0.115
H -0.151 -16.803 -20.094 0.010
C -1.314 -16.259 -14.427 -0.013
C -1.530 -17.381 -15.483 -0.195
O -0.691 -17.277 -16.558 0.213
H -1.752 -15.291 -14.672 0.094
H -0.279 -16.003 -14.197 0.096
H -1.723 -16.598 -13.476 0.092
H -2.527 -17.464 -15.915 0.166
H -1.279 -18.306 -14.964 0.149
H -0.641 -18.008 -17.180 0.090
```

Values from the calculation:
Charge: +2
Calculated total energy (Ha): -1073.00981
E_HOMO (spin up / spin down) (eV): -14.62 / -14.61
Orbital gap (spin up / spin down) (eV): 3.77 / 4.51
LUMO level (spin up / spin down) (eV): -10.86 / -10.10
2S+1: 2


Record 2
The following is a DFT calculation (wB97M-V/def2-TZVPD) of a structure of composition C11H30ClDySi2Yb at a distorted geometry.

XYZ file:
```
46
Properties=species:S:1:pos:R:3:lowdin_charge:R:1
Dy 0.366 1.180 0.868 0.976
Cl 2.113 1.392 2.682 -0.150
C 0.500 2.206 -1.304 -0.338
H -0.267 2.911 -1.664 -0.036
H 0.534 1.395 -2.059 -0.046
H 1.468 2.740 -1.394 -0.038
Yb 1.928 -2.421 -0.548 1.355
C 1.364 -4.419 0.375 -0.379
C 3.158 -2.505 -2.464 -0.382
C -0.111 -1.473 -1.003 -0.437
H 2.549 -2.291 -3.345 -0.059
H 3.993 -1.795 -2.499 -0.070
H 3.597 -3.491 -2.629 -0.068
H 0.330 -4.719 0.167 -0.051
H 2.008 -5.218 -0.011 -0.066
H 1.473 -4.426 1.470 -0.062
H -0.648 -0.605 -1.473 -0.131
H -0.683 -2.421 -1.210 -0.122
C -1.029 2.894 4.343 -0.191
Si -1.429 2.990 2.501 0.316
C -2.755 4.297 2.330 -0.191
C 0.107 3.672 1.628 -0.310
C -1.861 1.375 1.696 -0.524
Si -2.377 -0.115 2.654 0.329
C -3.981 0.140 3.613 -0.196
C -2.620 -1.563 1.486 -0.200
C -1.070 -0.633 3.916 -0.190
H -0.892 3.916 4.728 0.028
H -0.092 2.359 4.546 0.007
H -1.825 2.425 4.937 0.026
H -2.463 5.231 2.830 0.026
H -2.923 4.542 1.272 0.030
H -3.712 3.978 2.761 0.029
H 1.050 3.104 1.877 -0.107
H 0.065 3.765 0.517 0.015
H 0.390 4.615 2.110 0.054
H -2.646 1.575 0.934 0.019
H -4.844 0.261 2.944 0.024
H -4.211 -0.723 4.255 0.022
H -3.958 1.018 4.271 0.014
H -1.774 -1.684 0.790 -0.033
H -2.732 -2.499 2.054 0.028
H -3.525 -1.420 0.880 0.029
H -0.124 -0.946 3.452 0.012
H -0.837 0.156 4.641 0.011
H -1.460 -1.499 4.472 0.029
```

Values from the calculation:
Charge: -1
Calculated total energy (Ha): -3519.91947
E_HOMO (spin up / spin down) (eV): -2.74 / -3.28
Orbital gap (spin up / spin down) (eV): 4.75 / 5.36
LUMO level (spin up / spin down) (eV): 2.01 / 2.08
2S+1: 7


Record 3
The following is a DFT calculation (wB97M-V/def2-TZVPD) of a cluster of 9 separate species, C11H30N8O19 in total at a distorted geometry.

XYZ file:
```
68
Properties=species:S:1:pos:R:3:lowdin_charge:R:1
C 3.564 -2.202 1.447 0.048
N 4.463 -1.968 2.604 -0.458
O 5.640 -1.647 2.415 0.050
O 4.023 -2.172 3.692 0.080
H 3.032 -1.281 1.210 0.066
H 2.996 -3.077 1.763 0.110
H 4.173 -2.323 0.551 0.101
C 2.581 2.153 2.018 0.035
N 3.461 2.941 2.950 -0.423
O 4.278 3.765 2.494 0.042
O 3.486 2.613 4.098 0.077
H 2.259 2.690 1.126 0.092
H 1.635 2.035 2.545 0.056
H 3.081 1.251 1.665 0.092
C -2.020 -2.926 4.212 0.045
N -1.354 -2.232 3.082 -0.380
O -1.308 -2.752 1.942 0.028
O -0.684 -1.215 3.371 0.045
H -2.186 -3.968 3.939 0.098
H -3.065 -2.617 4.231 0.104
H -1.431 -2.776 5.117 0.108
C -0.414 3.608 3.724 0.048
N -0.680 5.045 3.463 -0.424
O 0.039 5.689 2.679 0.029
O -1.678 5.558 3.942 0.065
H 0.030 3.254 2.793 0.061
H -1.280 3.040 4.064 0.108
H 0.318 3.613 4.532 0.106
C 2.636 -1.670 -4.921 0.059
N 1.714 -2.467 -4.004 -0.454
O 1.277 -3.482 -4.503 0.064
O 1.434 -2.065 -2.933 0.071
H 3.579 -1.746 -4.381 0.093
H 2.287 -0.638 -4.966 0.076
H 2.806 -2.115 -5.901 0.098
C -1.584 3.800 -0.573 0.041
N -2.984 3.658 -0.038 -0.415
O -3.942 3.760 -0.825 0.045
O -3.085 3.522 1.156 0.066
H -1.229 4.812 -0.769 0.107
H -1.520 3.151 -1.446 0.074
H -0.942 3.386 0.205 0.065
C -4.090 -3.720 -0.645 0.058
N -2.929 -4.691 -0.614 -0.415
O -1.842 -4.215 -0.980 0.025
O -3.088 -5.878 -0.350 0.061
H -3.958 -3.165 -1.574 0.083
H -4.186 -3.279 0.347 0.101
H -4.993 -4.305 -0.821 0.091
C 0.211 -0.870 -0.165 0.054
N -0.750 0.178 0.403 -0.342
O -1.986 0.098 0.124 0.050
O -0.185 1.123 0.971 0.014
H -0.162 -1.894 -0.130 0.081
H 1.224 -0.871 0.239 0.066
H 0.364 -0.582 -1.205 0.069
C 0.630 2.505 -3.139 -0.085
O -0.326 1.555 -2.859 -0.028
C -0.610 0.573 -3.774 -0.550
O 0.093 0.241 -4.795 0.043
O -1.495 -0.180 -3.315 0.043
C -1.941 -1.442 -3.839 0.018
H 0.757 3.261 -2.365 0.091
H 0.575 2.967 -4.125 0.107
H 1.614 2.037 -3.120 0.095
H -2.570 -1.223 -4.702 0.104
H -2.555 -2.047 -3.172 0.079
H -1.210 -2.182 -4.164 0.088
```

Values from the calculation:
Calculated total energy (Ha): -2303.87578
E_HOMO (eV): -10.83
Orbital gap (eV): 9.98
LUMO level (eV): -0.85
Relative energy (zero: lowest compared OMol25 entry of this formula, charge and spin) (kcal/mol): 45.1


Record 4
The following is a DFT calculation (wB97M-V/def2-TZVPD) of a cluster of 7 separate species, C11H31BN7O13 in total at a distorted geometry.

XYZ file:
```
63
Properties=species:S:1:pos:R:3:lowdin_charge:R:1
C -1.794 -1.272 -2.317 0.014
B -1.471 0.068 -1.505 -0.371
O -2.138 0.314 -0.295 0.112
C -0.359 1.081 -2.090 -0.185
C -0.729 2.490 -2.603 -0.078
C 0.720 2.982 -3.064 -0.109
C 1.725 2.149 -2.189 -0.066
N 0.792 1.439 -1.224 0.070
H -2.716 -1.181 -2.905 0.085
H -1.813 -2.151 -1.668 0.052
H -0.992 -1.454 -3.048 0.062
H -1.709 -0.116 0.450 0.064
H 0.133 0.554 -2.919 0.142
H -0.977 3.130 -1.747 0.123
H -1.451 2.513 -3.412 0.129
H 0.759 2.619 -4.095 0.119
H 0.922 4.043 -2.997 0.067
H 2.421 2.699 -1.554 0.133
H 2.237 1.392 -2.783 0.131
H 0.537 2.189 -0.584 0.173
H 1.176 0.669 -0.684 0.161
C -3.671 -3.798 0.333 0.047
N -2.516 -4.727 0.389 -0.458
O -2.070 -5.006 1.475 0.076
O -2.095 -5.138 -0.667 0.061
H -3.938 -3.509 1.344 0.097
H -3.362 -2.933 -0.247 0.076
H -4.494 -4.320 -0.148 0.080
C 1.860 -1.353 2.481 0.060
N 0.698 -0.588 1.961 -0.420
O -0.368 -1.147 1.882 0.097
O 0.882 0.572 1.633 0.038
H 1.533 -2.357 2.721 0.107
H 2.615 -1.366 1.707 0.067
H 2.220 -0.837 3.368 0.113
C -1.465 7.295 -3.071 0.057
N -0.292 6.388 -2.980 -0.448
O 0.108 6.085 -1.878 0.058
O 0.192 6.006 -4.020 0.068
H -1.784 7.549 -2.067 0.098
H -1.150 8.180 -3.616 0.107
H -2.247 6.765 -3.607 0.104
C 6.474 -2.923 1.886 0.062
N 5.103 -2.377 1.743 -0.438
O 4.171 -3.122 1.939 0.071
O 5.003 -1.210 1.445 0.034
H 6.402 -3.969 2.158 0.101
H 6.975 -2.800 0.930 0.106
H 6.970 -2.349 2.666 0.101
C -8.376 -3.417 0.941 0.049
N -7.215 -4.341 0.993 -0.455
O -6.764 -4.618 2.077 0.081
O -6.796 -4.758 -0.063 0.051
H -8.635 -3.132 1.954 0.096
H -8.078 -2.552 0.355 0.100
H -9.194 -3.949 0.464 0.104
C 5.075 1.884 3.638 0.049
N 5.895 0.723 4.061 -0.450
O 7.037 0.930 4.385 0.092
O 5.359 -0.360 4.047 0.039
H 5.685 2.778 3.699 0.097
H 4.754 1.698 2.616 0.094
H 4.225 1.946 4.311 0.102
```

Values from the calculation:
Charge: +1
Calculated total energy (Ha): -1823.23021
E_HOMO (eV): -12.64
Orbital gap (eV): 9.67
LUMO level (eV): -2.96